(1)
# C37H50BN5O5S4

3 unconnected molecules or ions with the total composition C37H50BN5O5S4 in a non-equilibrium geometry (wB97M-V/def2-TZVPD, the OMol25 dataset).

Each line ends with the Löwdin charge.
Atoms and positions in Å:
C -5.6919 -2.8638 -3.5186  -0.1513
C -4.6069 -3.9671 -4.1109  -0.2586
C -3.9697 -4.7442 -2.8156  -0.1868
C -2.3849 -5.1007 -3.1411  -0.2056
N -1.5569 -4.0952 -2.3575  -0.2211
C -0.7736 -3.2488 -3.3367  -0.2342
C -0.0736 -1.9370 -2.6366  -0.1798
C 0.3712 -0.7869 -3.7137  -0.1960
C -0.5776 0.5662 -3.7081  -0.1628
C 0.2117 1.9066 -3.0933  -0.0164
C 1.6654 2.3667 -3.7824  -0.1042
C 2.3493 1.5998 -5.0774  -0.1892
C 3.7061 0.7525 -4.7319  -0.2274
C 4.1102 0.6867 -3.1456  -0.2374
S 5.6290 -0.4534 -3.0126  0.7823
O 6.6137 -0.3085 -4.1980  -0.3656
O 5.2332 -1.9478 -2.9115  -0.3769
O 6.4660 0.0219 -1.5780  -0.2271
C 2.5257 3.6895 -3.2262  -0.0397
C 1.9340 4.5359 -1.9541  -0.0680
C 0.4993 4.0597 -1.3278  -0.3958
C -0.4221 2.7930 -1.8225  -0.1014
N -1.7472 2.5000 -1.1688  0.0113
C -1.7175 2.4870 0.3296  -0.0974
C -0.9646 3.6942 1.2103  -0.3735
C -0.9133 3.7641 2.8447  -0.0383
C -1.6495 2.6015 3.7916  0.0075
C -2.4103 1.4007 2.9629  -0.1232
O -3.1174 0.3530 3.7657  -0.0803
C -2.4554 1.3337 1.2919  0.0630
B -3.3100 0.0826 0.6604  -0.4526
N -2.7930 -1.0235 -0.2365  0.1191
O -4.7802 0.0599 0.9736  -0.0048
S -0.1701 5.0598 0.1349  0.7788
C -0.6720 -4.8956 -1.4278  -0.9574
S 0.9137 -5.4366 -1.7704  0.6292
S -1.3900 -5.3793 0.2394  0.7586
C -0.2154 -5.0116 1.6507  -0.4996
C 0.7881 -3.7375 1.4107  -0.3059
C -0.0788 -2.3563 1.1759  -0.1485
H -5.1452 -1.8211 -3.5183  0.0707
H -6.6090 -2.8405 -4.2700  0.0782
H -6.0241 -3.1490 -2.4087  0.0852
H -5.1128 -4.7687 -4.8012  0.1087
H -3.8053 -3.3299 -4.7207  0.1023
H -4.5039 -5.7437 -2.5247  0.1167
H -3.9996 -3.9870 -1.9099  0.1006
H -2.1907 -5.0118 -4.3078  0.1318
H -2.1425 -6.2227 -2.8386  0.1305
H -1.5737 -2.8161 -4.1099  0.1250
H -0.0199 -3.8774 -4.0171  0.1247
H 0.9248 -2.3370 -2.1193  0.1120
H -0.6971 -1.4390 -1.7817  0.0827
H 0.3577 -1.2211 -4.8184  0.1215
H 1.5192 -0.5468 -3.4962  0.0938
H -1.0156 0.8050 -4.7923  0.1241
H -1.5334 0.2775 -3.0593  0.0870
H 2.6502 2.4479 -5.8585  0.1232
H 1.5123 0.9605 -5.6380  0.1145
H 4.5774 1.1955 -5.4107  0.1311
H 3.5290 -0.3527 -5.1420  0.1332
H 3.2368 0.3204 -2.4583  0.1198
H 4.5115 1.7669 -2.8347  0.1173
H 5.7765 0.4788 -0.9973  0.0967
H 3.5535 4.0342 -3.6912  0.0984
H 2.5050 5.4684 -1.4769  0.1037
H -2.2732 1.7202 -1.6059  0.0991
H -0.3811 4.6677 3.3687  0.0722
H -1.6337 2.6864 4.9677  0.0994
H -2.4263 0.0318 4.4222  0.0901
H -2.7515 -0.7213 -1.2547  0.0655
H -3.4917 -1.8107 -0.1692  0.0878
H -5.1870 0.9253 0.6321  0.1189
H -0.8982 -4.7227 2.5864  0.0860
H 0.3957 -5.9693 2.0174  0.0984
H 1.4025 -3.5795 2.4210  0.1099
H 1.5936 -3.8889 0.5727  0.0782
H -0.8451 -2.2726 2.0772  0.0768
H 0.5995 -1.3886 1.2293  0.0960
H -0.6223 -2.4776 0.1371  0.0337
N 0.2626 -0.2146 5.8152  0.0586
C 0.4629 -0.4931 7.1220  -0.1477
C 0.4456 -1.7748 7.6482  -0.0743
C 0.2044 -2.8378 6.7843  -0.0737
C -0.0075 -2.5828 5.4333  -0.0689
C 0.0327 -1.2671 5.0005  -0.1585
H 0.6437 0.3699 7.7562  0.1022
H 0.6155 -1.9403 8.7061  0.1025
H 0.1820 -3.8565 7.1604  0.1072
H -0.1985 -3.3892 4.7343  0.0885
H -0.1230 -1.0170 3.9548  0.0862
N 2.3955 5.9337 3.7584  0.0564
C 1.5843 7.0128 3.8099  -0.1593
C 1.7625 8.0697 4.6881  -0.0768
C 2.8355 8.0175 5.5716  -0.0816
C 3.6876 6.9182 5.5440  -0.0791
C 3.4297 5.9120 4.6270  -0.1502
H 0.7596 7.0055 3.1030  0.0908
H 1.0811 8.9128 4.6838  0.1017
H 3.0066 8.8266 6.2756  0.1047
H 4.5323 6.8473 6.2198  0.1008
H 4.0681 5.0352 4.5641  0.1018

SMILES string: CCCCN(CCCCc1c(CCCS(=O)(=O)O)ccc2c1Nc1c(ccc(O)c1B(N)O)S2)C(=S)SCCC.c1ccncc1.c1ccncc1
Orbital gap (eV): 7.012
E_HOMO (eV): -7.61

***

(2)
# C33H62BEuN6O2S

A molecular structure, C33H62BEuN6O2S in a non-equilibrium geometry (wB97M-V/def2-TZVPD, the OMol25 dataset).

Each line ends with the Mulliken spin population.
Atoms and positions in Å:
Eu 11.0142 10.5172 11.7405  7.0078
C 12.3890 13.7198 15.5961  0.0012
C 12.9215 12.7954 14.5161  -0.0024
C 14.4388 12.6449 14.6108  0.0005
C 12.5744 13.3846 13.1790  -0.0134
C 13.1091 14.5878 12.6479  -0.0037
C 12.4286 14.7720 11.4725  0.0006
C 12.8035 15.7522 10.3644  0.0011
C 13.3007 17.0957 10.9834  -0.0002
C 13.8668 15.1260 9.4280  0.0000
N 11.5199 13.7964 11.3508  -0.0138
N 11.6420 12.9162 12.3803  0.0357
B 10.5666 13.6765 10.1815  -0.0412
N 11.1847 12.7524 9.0395  -0.0086
N 12.0148 11.7602 9.5245  -0.0045
C 12.7375 11.2984 8.4929  0.0111
C 12.3668 11.9501 7.3230  -0.0004
C 11.3758 12.8653 7.7070  -0.0004
C 10.7443 13.7690 6.7028  0.0008
C 11.4407 15.1551 6.7165  0.0000
C 9.2663 13.9231 6.8751  0.0003
C 13.6519 10.0754 8.6128  -0.0057
C 14.9957 10.2984 8.0082  0.0001
C 13.8262 9.6728 10.0580  0.0056
N 9.1794 13.1080 10.7080  -0.0140
N 8.9688 11.7766 10.9375  0.0123
C 7.7233 11.6810 11.3443  -0.0154
C 7.0791 12.9105 11.3240  -0.0003
C 8.0766 13.8160 10.9866  0.0012
C 7.9448 15.3349 10.9793  -0.0007
C 7.2766 15.8991 9.7428  0.0000
C 7.2274 15.8168 12.2101  0.0002
C 7.2032 10.3535 11.7636  0.0036
C 6.7048 10.5117 13.2443  -0.0013
C 6.1424 9.8059 10.8436  -0.0003
H 12.7566 13.4081 16.5508  -0.0002
H 11.3163 13.6022 15.5768  -0.0001
H 12.6029 14.7580 15.3539  0.0000
H 12.4242 11.8454 14.6559  0.0014
H 14.9231 13.6228 14.6069  -0.0001
H 14.8573 12.0625 13.7997  0.0000
H 14.7629 12.2278 15.5469  0.0000
H 13.9586 15.1471 13.0432  -0.0003
H 11.8859 15.9820 9.7975  0.0002
H 14.2450 16.9248 11.5558  0.0000
H 12.5332 17.5678 11.5758  0.0000
H 13.5626 17.7504 10.1258  0.0000
H 14.8409 14.9611 9.8909  0.0000
H 14.1323 15.7792 8.5816  0.0000
H 13.5308 14.1729 9.0150  0.0003
H 10.3583 14.7453 9.6700  0.0007
H 12.7585 11.8950 6.3337  -0.0001
H 10.9136 13.2977 5.7267  0.0000
H 11.1320 15.6130 7.6692  0.0000
H 11.1324 15.7757 5.8321  0.0000
H 12.4873 15.0031 6.6742  0.0000
H 9.0245 14.3985 7.8304  0.0000
H 8.8456 12.9072 6.9756  -0.0001
H 8.7772 14.5374 6.0928  0.0000
H 13.1652 9.2752 8.0798  0.0006
H 15.5660 10.9824 8.6740  -0.0001
H 14.9863 10.7046 6.9584  0.0000
H 15.4656 9.2848 7.8898  -0.0001
H 14.1907 10.5635 10.5991  -0.0024
H 14.4651 8.8136 10.1797  -0.0002
H 12.9021 9.2586 10.4676  0.0179
H 6.0992 13.0971 11.6193  -0.0002
H 8.9468 15.7286 10.9748  0.0002
H 6.3260 15.5361 9.4286  0.0000
H 7.9099 15.7970 8.8592  0.0001
H 7.1023 16.9401 9.9193  -0.0001
H 6.1569 15.8736 12.0064  0.0000
H 7.4509 16.8224 12.4670  0.0000
H 7.3557 15.0751 13.0054  0.0000
H 8.0809 9.6712 11.7660  0.0157
H 5.9153 11.3386 13.2488  0.0000
H 7.5033 10.8210 13.9089  0.0002
H 6.2990 9.5856 13.6527  0.0001
H 5.1740 10.2306 11.0645  0.0000
H 6.0962 8.6852 10.9647  -0.0002
H 6.3192 9.9744 9.7837  0.0001
C 9.3033 9.9446 8.5188  0.0055
O 9.9780 9.2862 9.5833  -0.0099
C 9.5387 7.9513 9.7112  -0.0031
C 10.4927 7.2255 10.6526  0.0093
O 10.4048 7.8724 11.9195  0.0081
C 9.2615 7.4904 12.6988  0.0017
H 9.3834 9.4265 7.5437  0.0008
H 9.7464 10.9267 8.4405  -0.0004
H 8.2512 9.9830 8.8077  -0.0006
H 9.5753 7.4924 8.7156  0.0007
H 8.5351 7.9695 10.1144  -0.0018
H 11.5382 7.2252 10.2905  -0.0022
H 10.1394 6.2247 10.7648  0.0002
H 9.3523 6.5188 13.1056  -0.0002
H 8.3696 7.5433 12.0966  0.0015
H 9.1772 8.1338 13.5975  -0.0018
C 13.9604 9.1387 15.1092  -0.0004
S 12.6112 8.5994 14.0316  0.0043
C 13.5383 7.2909 13.1836  -0.0022
H 14.4911 8.2631 15.4800  -0.0001
H 13.5964 9.6847 15.9568  0.0001
H 14.6798 9.8342 14.5554  0.0003
H 14.4074 7.6131 12.6351  0.0003
H 12.9020 6.7943 12.5029  0.0009
H 13.7951 6.5651 13.9671  0.0000

Spin multiplicity: 8
Total charge: +1
Orbital gap (alpha / beta) (eV): 8.382 / 8.858
E_HOMO (alpha / beta) (eV): -10.40 / -10.87
Energy above the lowest of the compared OMol25 structures with the same formula, charge and spin (kcal per mole): 11.1
⟨S²⟩: 15.7593

***

(3)
# C15H45KO20P5

A molecular structure, C15H45KO20P5 in a non-equilibrium geometry (wB97M-V/def2-TZVPD, the OMol25 dataset).

Each line ends with the Mulliken spin population.
Atoms and positions in Å:
K -0.6246 0.4702 -0.0840  0.0017
C -5.6100 2.0025 3.9998  0.0000
O -4.7532 1.8037 2.8866  0.0000
P -3.4063 0.9234 3.0701  0.0008
O -2.4051 0.9634 1.9426  0.0002
O -3.9159 -0.4998 3.5715  0.0004
C -3.0480 -1.5111 3.3377  0.0003
O -2.7592 1.6155 4.4258  0.0026
C -1.4741 1.0961 4.8195  -0.0007
H -6.6529 1.9240 3.6928  0.0000
H -5.4781 3.0700 4.1764  0.0000
H -5.3762 1.4396 4.9035  0.0000
H -2.2592 -1.5806 4.0868  0.0002
H -2.6315 -1.4176 2.3348  -0.0003
H -3.5626 -2.4715 3.3657  0.0000
H -1.4852 0.4834 5.7210  0.0010
H -0.8551 1.9729 5.0098  0.0029
H -1.0386 0.3984 4.1042  0.0000
C -1.0847 2.1972 -4.2095  0.0000
O -0.4326 3.4124 -3.8612  0.0000
P -0.4925 3.8593 -2.2666  0.0001
O 0.0018 2.8055 -1.2825  0.0018
O -1.9355 4.5348 -2.1745  0.0000
C -2.5386 4.6953 -0.9615  0.0000
O 0.4356 5.2429 -2.3721  0.0000
C 0.0616 6.2210 -3.4415  0.0000
H -1.7748 2.4065 -5.0268  0.0000
H -1.5228 1.6486 -3.3757  0.0000
H -0.4321 1.4095 -4.5859  0.0000
H -3.1045 5.6268 -0.9596  0.0000
H -1.8063 4.8226 -0.1643  0.0000
H -3.3686 4.0022 -0.8245  0.0000
H -0.9358 6.1501 -3.8753  0.0000
H 0.7840 6.0284 -4.2346  0.0000
H 0.1499 7.2102 -2.9923  0.0000
C -3.6187 -4.1202 0.2658  0.0000
O -2.5841 -4.0538 -0.6982  0.0001
P -1.1908 -3.3137 -0.4281  -0.0003
O -1.2811 -2.0001 0.2521  -0.0002
O -0.3855 -4.4121 0.3744  0.0003
C 0.9739 -4.3175 0.5494  0.0003
O -0.4455 -3.2457 -1.8712  0.0000
C -0.4103 -4.4865 -2.6213  0.0000
H -3.4601 -3.5942 1.2073  0.0000
H -3.9005 -5.1144 0.6125  0.0000
H -4.5617 -3.7673 -0.1518  0.0000
H 1.3757 -3.3443 0.2673  0.0000
H 1.4255 -5.0492 -0.1204  0.0001
H 1.2130 -4.5291 1.5916  0.0001
H -0.8285 -4.3003 -3.6105  0.0000
H -0.9872 -5.2735 -2.1356  0.0000
H 0.6703 -4.6059 -2.6989  0.0000
C 4.1791 0.5814 -3.5919  0.0001
O 2.8966 0.3698 -2.9569  -0.0001
P 2.3558 -1.0702 -2.4683  0.0002
O 1.1959 -0.9873 -1.5572  0.0000
O 1.9757 -1.9054 -3.8233  0.0003
C 0.8659 -1.5566 -4.6073  -0.0002
O 3.6656 -1.8877 -1.9381  -0.0001
C 3.6118 -3.2525 -1.6124  0.0001
H 4.5386 1.5369 -3.2100  -0.0001
H 4.1145 0.6575 -4.6773  0.0000
H 4.9507 -0.1208 -3.2764  0.0000
H 1.0552 -1.5975 -5.6800  0.0000
H 0.5383 -0.5264 -4.4676  0.0001
H 0.1255 -2.3184 -4.3633  0.0000
H 3.9623 -3.8261 -2.4705  0.0001
H 2.6076 -3.6759 -1.6322  -0.0001
H 4.0300 -3.5300 -0.6449  0.0001
C 4.1950 1.2590 0.0484  0.0114
O 4.1823 1.3146 1.5138  0.1445
P 2.8934 0.8532 2.3934  -0.0514
O 1.6552 1.1676 1.7042  0.2241
O 3.2104 -0.6579 2.8061  0.1566
C 2.0764 -1.5062 2.9880  -0.0048
O 3.0714 1.6473 3.8008  0.3967
C 2.0289 1.7382 4.8158  0.0196
H 4.8131 2.0668 -0.3436  0.0073
H 3.1783 1.2726 -0.3441  -0.0101
H 4.7465 0.3779 -0.2795  0.0127
H 1.6955 -1.5671 4.0074  0.0203
H 2.2572 -2.5034 2.5867  0.0053
H 1.1833 -1.1913 2.4483  0.0001
H 1.3831 0.8720 4.9602  0.0050
H 1.4172 2.6253 4.6513  0.0326
H 2.6708 1.9117 5.6795  0.0182

Spin multiplicity: 2
Total charge: +2
Orbital gap (alpha / beta) (eV): 10.336 / 2.706
E_HOMO (alpha / beta) (eV): -14.87 / -14.87
Energy above the lowest of the compared OMol25 structures with the same formula, charge and spin (kcal per mole): 20.9
⟨S²⟩: 0.7589

***

(4)
# C3H5N3

C3H5N3 in the gas phase (wB97M-V/def2-TZVPD, the OMol25 dataset).

Each line ends with the natural charge from an NBO analysis.
Atoms and positions in Å:
C 0.9172 1.3171 -0.4959  -0.4060
N 0.0803 0.5443 0.4096  -0.0417
N 0.6986 -0.5891 0.7913  -0.2285
C -0.1870 -1.5318 0.5820  -0.0835
C -1.3676 -0.9401 0.0630  -0.0854
N -1.1675 0.3483 -0.0608  -0.2266
H 0.3587 2.1714 -0.8688  0.2215
H 1.1413 0.6296 -1.3189  0.1961
H 1.8430 1.6104 -0.0076  0.2190
H 0.0595 -2.5701 0.7342  0.2172
H -2.2952 -1.3917 -0.2560  0.2180

SMILES string: Cn1nccn1
Orbital gap (eV): 10.992
E_HOMO (eV): -9.98
Energy above the lowest of the compared OMol25 structures with the same formula, charge and spin (kcal per mole): 34.2

***

Record-wise electronic energy values, in eV: -100861.400, -79101.874, -119998.197, -7660.972